{
  "formula": "C27H23AgN3O2S5",
  "method": "ωB97M-V/def2-TZVPD",
  "elements": ["Ag", "S", "C", "C", "C", "C", "N", "C", "C", "C", "S", "C", "N", "H", "H", "O", "S", "C", "C", "C", "C", "S", "O", "C", "C", "C", "C", "C", "C", "C", "C", "C", "C", "C", "C", "H", "H", "H", "H", "H", "H", "H", "H", "H", "H", "H", "H", "H", "H", "H", "H", "H", "H", "S", "C", "C", "N", "C", "H", "H", "H"],
  "xyz": [[0.103, -0.064, 0.289], [-2.181, -0.153, -0.780], [-1.902, 0.884, -2.157], [-2.858, 0.813, -3.188], [-2.864, 1.654, -4.288], [-3.866, 1.512, -5.305], [-4.672, 1.398, -6.120], [-1.878, 2.651, -4.384], [-0.892, 2.705, -3.408], [-0.824, 1.814, -2.327], [0.629, 1.900, -1.351], [-1.853, 3.586, -5.471], [-1.809, 4.348, -6.334], [-3.633, 0.063, -3.103], [-0.119, 3.458, -3.491], [2.035, -1.305, 1.152], [3.325, -1.985, 0.841], [3.777, -1.526, -0.886], [3.438, -2.518, -1.992], [3.461, -1.911, -3.404], [2.577, -0.689, -3.641], [0.818, -0.865, -3.170], [0.802, -1.452, -1.800], [0.453, -2.263, -4.267], [-0.015, -3.428, -3.681], [-0.348, -4.513, -4.483], [-0.218, -4.427, -5.862], [0.223, -3.245, -6.445], [0.548, -2.156, -5.649], [2.927, -3.718, 0.609], [3.922, -4.676, 0.719], [3.590, -6.017, 0.582], [2.270, -6.382, 0.350], [1.280, -5.410, 0.252], [1.604, -4.068, 0.387], [4.847, -1.307, -0.855], [3.220, -0.590, -0.989], [2.445, -2.917, -1.819], [4.146, -3.350, -1.964], [3.151, -2.699, -4.095], [4.488, -1.639, -3.671], [2.573, -0.428, -4.702], [2.901, 0.194, -3.088], [-0.122, -3.460, -2.603], [-0.717, -5.424, -4.027], [-0.479, -5.272, -6.489], [0.307, -3.167, -7.522], [0.857, -1.224, -6.109], [4.948, -4.377, 0.910], [4.356, -6.778, 0.665], [2.010, -7.428, 0.250], [0.252, -5.698, 0.069], [0.853, -3.288, 0.317], [-1.407, 1.445, 4.598], [-0.567, -0.041, 4.769], [0.048, -0.354, 3.603], [-0.136, 0.553, 2.587], [-0.876, 1.541, 2.965], [-0.570, -0.584, 5.700], [0.653, -1.229, 3.414], [-1.162, 2.362, 2.320]],
  "largest_force_ev_per_a": 0.77,
  "homo_ev": -3.47,
  "de_lowest_ev": 0.937,
  "e_lumo_ev": 2.012,
  "total_charge": -1,
  "orbital_gap_ev": 5.48
}


{
  "formula": "C27H23Cl5N8OS3Ta",
  "method": "ωB97M-V/def2-TZVPD",
  "elements": ["Ta", "N", "C", "S", "N", "N", "C", "C", "C", "C", "C", "C", "C", "C", "C", "C", "C", "C", "N", "H", "H", "H", "H", "H", "H", "H", "H", "H", "H", "H", "Cl", "C", "C", "C", "Cl", "C", "Cl", "C", "Cl", "C", "Cl", "N", "C", "N", "C", "C", "S", "C", "C", "S", "C", "N", "N", "H", "H", "H", "H", "H", "H", "C", "C", "O", "H", "H", "H", "H", "H", "H"],
  "xyz": [[0.228, -0.594, 0.364], [3.547, 2.356, 0.323], [2.392, 1.720, 0.152], [2.515, -0.001, -0.153], [1.251, 2.359, 0.085], [0.198, 1.504, -0.284], [-0.822, 2.126, -0.861], [-0.837, 3.551, -1.214], [-1.029, 3.939, -2.527], [-1.153, 5.300, -2.870], [-1.008, 6.250, -1.857], [-0.828, 5.839, -0.518], [-0.735, 4.505, -0.217], [-1.979, 1.219, -1.089], [-3.144, 1.721, -1.643], [-4.296, 0.937, -1.650], [-4.239, -0.332, -1.056], [-3.026, -0.829, -0.540], [-1.944, -0.026, -0.529], [4.417, 1.844, 0.353], [3.664, 3.364, 0.376], [-0.950, 3.257, -3.412], [-1.280, 5.620, -3.895], [-1.104, 7.306, -2.019], [-0.782, 6.591, 0.272], [-0.669, 4.212, 0.831], [-3.142, 2.730, -2.035], [-5.116, 1.300, -2.220], [-5.101, -1.012, -1.027], [-2.905, -1.820, -0.184], [3.287, -1.898, 2.664], [2.183, -0.652, 3.222], [0.979, -0.478, 2.457], [0.055, 0.347, 3.081], [-1.431, 0.470, 2.170], [0.251, 1.060, 4.289], [-1.022, 2.034, 4.940], [1.450, 0.908, 4.965], [1.805, 1.791, 6.391], [2.451, 0.045, 4.385], [3.972, -0.001, 5.144], [1.088, -0.083, -3.269], [0.379, -1.158, -2.845], [0.081, -1.594, -1.597], [-0.595, -2.814, -1.617], [-0.766, -3.324, -2.871], [-0.095, -2.264, -4.058], [-1.045, -3.360, -0.326], [-1.661, -4.546, -0.050], [-2.031, -4.644, 1.613], [-1.212, -3.155, 1.928], [-0.814, -2.535, 0.809], [-1.073, -2.763, 3.205], [1.652, 0.564, -2.683], [1.194, -0.025, -4.284], [-1.286, -4.219, -3.252], [-1.899, -5.363, -0.710], [-1.437, -3.381, 3.935], [-0.704, -1.882, 3.501], [2.840, -4.447, -0.511], [2.740, -2.946, -0.438], [1.552, -2.601, 0.384], [3.836, -4.673, -0.936], [2.055, -4.949, -1.060], [2.840, -4.834, 0.507], [2.688, -2.438, -1.406], [3.579, -2.603, 0.102], [1.993, -2.526, 1.263]],
  "largest_force_ev_per_a": 2.71,
  "homo_ev": -16.28,
  "de_lowest_ev": 0.000,
  "e_lumo_ev": -10.237,
  "total_charge": 3,
  "orbital_gap_ev": 6.05
}